--- w ---
ORCA calculation (ωB97M-V with the def2-TZVPD basis set) on a single C6H11NOS molecule.

Calculated values
- Frontier orbital gap: 9.61 eV
- 2S+1: 1

Positions of all 20 atoms, in Å:
1 C 2.6137 -0.4268 0.2706
2 C -1.5430 -0.4013 1.4619
3 C -1.7745 1.3260 -0.3042
4 C -0.6632 -0.9133 -0.8924
5 C 3.6117 -0.6796 -0.4748
6 C -0.9777 0.1258 0.1868
7 N 1.5845 -0.1927 0.8292
8 O 0.9957 1.8013 -0.5859
9 S 0.5297 1.1427 0.6599
10 H -0.9027 -1.2797 1.8296
11 H -1.4786 0.2506 2.2738
12 H -2.4943 -0.7791 1.2683
13 H -1.2133 1.9168 -1.0701
14 H -1.7594 2.0039 0.5685
15 H -2.6156 1.0317 -0.8718
16 H -1.5228 -1.2931 -1.3371
17 H -0.3104 -0.3337 -1.7389
18 H -0.0524 -1.6585 -0.5838
19 H 4.5174 -0.1713 -0.3252
20 H 3.4551 -1.4697 -1.1644

---

--- x ---
ORCA calculation (ωB97M-V with the def2-TZVPD basis set) on a single C6H11NOS molecule.

Calculated values
- Frontier orbital gap: 9.26 eV
- 2S+1: 1

Positions of all 20 atoms, in Å:
1 C -2.3177 0.7002 -0.4795
2 C -1.9516 -0.6508 -1.1124
3 C 0.7418 -0.0980 -0.4852
4 C 0.5769 1.1410 -0.9704
5 C 1.9802 -0.9795 1.5539
6 C 2.1133 -0.4152 0.1259
7 N -1.9302 0.8318 0.8178
8 O -2.9391 1.4775 -1.1906
9 S -0.4032 -1.4413 -0.4099
10 H -2.7482 -1.3686 -0.8618
11 H -1.8567 -0.5517 -2.2791
12 H -1.1800 0.2498 1.2688
13 H -0.1651 1.5682 -1.6848
14 H 1.2017 1.9313 -0.6335
15 H 1.3404 -0.2629 2.1380
16 H 2.9966 -1.2558 1.8414
17 H 1.4975 -2.0185 1.4028
18 H 2.5229 -1.0743 -0.5828
19 H 2.7635 0.4248 0.3503
20 H -2.2430 1.7919 1.1912

---

Most stable one: x, least stable one: w.